No. 1
Below is a cluster of 7 separate species, C46H58F6N2O3SSi2 in total, with properties calculated with ωB97M-V with the def2-TZVPD basis set.

ORCA input file:
```
! RIJCOSX wB97M-V def2-TZVPD def2/J DEFGRID3
* xyz 0 1
C -5.459 -0.620 6.206
O -4.586 -1.354 5.386
C -3.312 -1.509 5.979
C -2.352 -2.157 4.978
C -2.487 -1.698 3.509
C -1.200 -1.098 2.924
Si -0.634 0.574 3.526
S -2.296 1.675 4.370
C 0.171 1.488 2.092
C -0.388 2.859 1.724
O -0.177 3.722 2.852
C 0.236 3.470 0.460
N -0.689 4.114 -0.469
O 0.445 0.365 4.747
Si 1.072 1.449 5.832
C 2.259 2.675 5.084
C 2.063 4.111 5.585
N 2.831 5.078 4.791
H -5.578 -1.080 7.199
H -6.434 -0.589 5.716
H -5.084 0.406 6.346
H -2.946 -0.526 6.311
H -3.394 -2.150 6.872
H -2.487 -3.245 5.023
H -1.329 -1.962 5.331
H -3.323 -1.001 3.399
H -2.752 -2.571 2.898
H -1.316 -1.003 1.834
H -0.372 -1.800 3.103
H -3.080 1.400 3.318
H 1.251 1.589 2.279
H 0.072 0.816 1.223
H -1.469 2.755 1.530
H -0.995 4.142 3.093
H 0.755 2.692 -0.115
H 0.998 4.184 0.798
H -1.187 3.396 -0.981
H -1.379 4.666 0.026
H 1.760 0.626 6.851
H -0.030 2.168 6.523
H 3.264 2.321 5.351
H 2.210 2.703 3.991
H 2.362 4.178 6.642
H 1.001 4.379 5.550
H 2.246 5.816 4.430
H 3.557 5.523 5.332
F -3.049 -0.916 -0.234
C -3.345 -2.173 -0.653
C -2.612 -3.226 -0.142
C -2.895 -4.506 -0.598
C -3.889 -4.708 -1.545
C -4.602 -3.625 -2.042
C -4.335 -2.337 -1.598
H -1.832 -3.034 0.583
H -2.328 -5.345 -0.216
H -4.103 -5.706 -1.903
H -5.370 -3.778 -2.788
H -4.872 -1.479 -1.979
F -4.725 0.628 -4.132
C -3.402 0.894 -4.086
C -2.786 0.952 -2.852
C -1.421 1.207 -2.817
C -0.703 1.403 -3.988
C -1.360 1.359 -5.211
C -2.723 1.101 -5.271
H -3.360 0.788 -1.951
H -0.917 1.236 -1.858
H 0.360 1.597 -3.949
H -0.810 1.536 -6.126
H -3.255 1.061 -6.211
F 0.489 -5.683 -5.210
C -0.068 -4.481 -4.938
C -0.272 -3.597 -5.977
C -0.813 -2.353 -5.682
C -1.135 -2.017 -4.374
C -0.919 -2.932 -3.353
C -0.383 -4.183 -3.628
H 0.007 -3.877 -6.984
H -0.975 -1.639 -6.479
H -1.551 -1.045 -4.149
H -1.174 -2.673 -2.335
H -0.201 -4.911 -2.849
F 4.560 0.067 4.779
C 4.578 -1.207 5.230
C 3.379 -1.802 5.562
C 3.404 -3.112 6.021
C 4.607 -3.794 6.142
C 5.795 -3.163 5.800
C 5.791 -1.855 5.337
H 2.455 -1.250 5.459
H 2.474 -3.598 6.287
H 4.619 -4.814 6.501
H 6.736 -3.691 5.892
H 6.702 -1.341 5.062
F 3.188 -0.847 -5.260
C 3.858 -1.963 -4.896
C 3.139 -3.037 -4.411
C 3.835 -4.179 -4.043
C 5.217 -4.231 -4.161
C 5.910 -3.133 -4.650
C 5.231 -1.981 -5.025
H 2.063 -2.969 -4.326
H 3.287 -5.034 -3.668
H 5.753 -5.126 -3.873
H 6.987 -3.168 -4.743
H 5.747 -1.112 -5.411
F 0.054 3.568 -7.427
C 0.201 4.786 -6.854
C 0.655 5.827 -7.637
C 0.806 7.073 -7.044
C 0.506 7.256 -5.701
C 0.050 6.186 -4.943
C -0.108 4.932 -5.518
H 0.884 5.657 -8.679
H 1.161 7.905 -7.639
H 0.627 8.229 -5.246
H -0.181 6.318 -3.895
H -0.465 4.087 -4.945
*
```

SMILES: COCCCC[Si@](S)(C[C@@H](O)CN)O[SiH2]CCN.Fc1ccccc1.Fc1ccccc1.Fc1ccccc1.Fc1ccccc1.Fc1ccccc1.Fc1ccccc1
E (eV): -100664.057
M (Da): 889.2

=====

No. 2
Below is a structure of composition C46H59F9InN11O4P3 in a non-equilibrium geometry, with properties calculated with ωB97M-V with the def2-TZVPD basis set.

ORCA input file:
```
! RIJCOSX wB97M-V def2-TZVPD def2/J DEFGRID3
* xyz -1 1
C 1.320 -4.306 0.407
C 0.792 -2.974 0.831
In 0.755 -1.118 -0.532
P 1.986 0.736 0.745
P 4.139 0.564 0.412
O 4.413 0.603 -1.146
O 4.668 -0.905 1.192
O 4.960 1.934 1.118
P 2.067 -1.608 -2.705
N 2.130 -0.062 -3.596
O 3.652 -2.158 -2.216
C -1.340 -0.549 -1.180
F -1.174 0.476 -2.278
F -1.940 -1.737 -1.825
C -2.256 0.165 -0.025
F -3.060 1.220 -0.684
F -1.278 0.907 0.859
C -3.070 -0.842 0.963
F -2.105 -1.870 1.492
F -3.487 -0.028 2.163
C -4.403 -1.554 0.359
F -5.237 -0.729 -0.540
F -5.281 -1.872 1.549
F -4.167 -2.882 -0.297
H 0.586 -5.000 -0.209
H 2.445 -4.608 0.652
H 0.346 -2.849 1.928
H 1.731 0.570 2.183
H 4.400 -1.713 0.660
H 4.248 2.534 1.495
H 2.666 0.678 -3.090
H 2.440 -0.173 -4.588
H 3.533 -2.382 -1.227
N 6.443 -0.905 -2.958
C 6.570 -2.042 -3.712
C 7.893 -2.423 -3.689
C 8.587 -1.485 -2.887
C 7.667 -0.561 -2.447
H 5.581 -0.399 -2.802
H 5.711 -2.481 -4.201
H 8.313 -3.284 -4.193
H 9.645 -1.485 -2.656
H 7.779 0.311 -1.816
N -1.709 3.752 -1.319
C -1.823 4.614 -2.378
C -2.027 5.880 -1.876
C -2.030 5.779 -0.465
C -1.828 4.454 -0.148
H -1.559 2.754 -1.391
H -1.752 4.254 -3.396
H -2.158 6.780 -2.463
H -2.163 6.585 0.245
H -1.761 3.952 0.808
N 2.433 -8.067 -1.546
C 1.956 -9.203 -0.946
C 0.706 -9.464 -1.463
C 0.423 -8.453 -2.411
C 1.507 -7.605 -2.444
H 3.329 -7.637 -1.355
H 2.544 -9.727 -0.204
H 0.068 -10.294 -1.187
H -0.476 -8.354 -3.007
H 1.698 -6.715 -3.028
N -0.356 6.634 3.860
C -0.175 5.767 2.814
C 0.561 6.414 1.847
C 0.839 7.715 2.329
C 0.264 7.823 3.575
H -0.865 6.428 4.709
H -0.586 4.767 2.847
H 0.866 5.994 0.897
H 1.399 8.490 1.822
H 0.241 8.642 4.281
N -2.779 -10.783 -3.188
C -4.035 -10.450 -2.751
C -4.421 -11.382 -1.814
C -3.358 -12.307 -1.676
C -2.356 -11.911 -2.534
H -2.247 -10.275 -3.883
H -4.545 -9.581 -3.145
H -5.365 -11.394 -1.286
H -3.326 -13.168 -1.021
H -1.381 -12.335 -2.735
N 1.633 5.906 6.645
C 1.324 5.064 7.681
C 1.864 5.590 8.833
C 2.517 6.795 8.481
C 2.357 6.967 7.124
H 1.369 5.767 5.679
H 0.749 4.164 7.510
H 1.794 5.154 9.821
H 3.047 7.465 9.145
H 2.695 7.752 6.460
N -5.186 -0.806 4.734
C -4.394 -0.760 5.851
C -5.216 -0.709 6.954
C -6.552 -0.731 6.486
C -6.503 -0.793 5.111
H -4.851 -0.843 3.780
H -3.315 -0.766 5.766
H -4.890 -0.663 7.985
H -7.452 -0.704 7.086
H -7.292 -0.829 4.371
N -8.098 0.375 -1.916
C -8.668 -0.866 -2.032
C -9.939 -0.705 -2.538
C -10.140 0.681 -2.739
C -8.986 1.324 -2.349
H -7.167 0.560 -1.565
H -8.123 -1.755 -1.744
H -10.644 -1.500 -2.741
H -11.030 1.160 -3.127
H -8.722 2.373 -2.342
N 9.094 0.160 1.148
C 9.221 -0.978 0.394
C 10.544 -1.358 0.417
C 11.239 -0.421 1.219
C 10.319 0.504 1.659
H 8.232 0.666 1.304
H 8.362 -1.417 -0.095
H 10.964 -2.219 -0.087
H 12.296 -0.421 1.450
H 10.430 1.376 2.290
N -2.938 6.787 -5.366
C -3.697 7.832 -5.822
C -2.846 8.781 -6.343
C -1.527 8.288 -6.201
C -1.613 7.054 -5.597
H -3.298 5.949 -4.927
H -4.776 7.812 -5.736
H -3.144 9.726 -6.780
H -0.613 8.780 -6.507
H -0.847 6.345 -5.312
*
```

E (eV): -130730.232
M (Da): 1208.8

=====

In eV, the E_LUMO values for the records above are, in order, 0.4; 1.2.